Computed, not measured: a single C4H10N2O molecule in a non-equilibrium geometry, with wB97M-V/def2-TZVPD.

Values from the calculation:
Relative energy (zero: lowest compared OMol25 entry of this formula, charge and spin) ... 203.8 kJ/mol
Highest occupied orbital energy ... -0.340 Eh
SMILES string ... CN(C)C(=O)CN
Maximum force ... 2.85 eV Å⁻¹
Calculated total energy ... -343.123857 a.u.
Gap between HOMO and LUMO ... 10.0 eV
2S+1 ... 1
Molecular weight ... 102.14 u

CARTESIAN COORDINATES (ANGSTROEM)
O -0.61 -0.27 1.92
N -1.45 -2.13 -0.40
N 0.44 0.64 0.12
C -0.50 -0.18 0.71
C 1.17 1.60 1.02
C 1.11 0.39 -1.17
C -1.56 -0.63 -0.30
H -1.93 -2.57 0.38
H -1.29 -0.26 -1.30
H 2.14 0.74 -1.00
H 1.00 2.58 0.63
H -0.51 -2.36 -0.08
H -2.57 -0.32 -0.07
H 0.66 1.53 1.97
H 2.15 1.10 1.05
H 1.23 -0.67 -1.50
H 0.51 0.82 -2.00